(1)
Molecular formula: ClH4N2P3
Method: DFT, ωB97M-V/def2-TZVPD

Positions of all 10 atoms, in Å:
N 0.252 0.900 1.595
N 0.307 -1.033 -0.505
P 1.377 1.640 0.882
P -0.415 -0.601 1.680
P -0.898 -0.469 -1.568
Cl 0.250 0.768 -2.655
H 0.371 -1.977 -0.367
H 2.116 0.601 -0.006
H -1.966 -0.233 1.549
H -1.394 0.404 -0.604

Cartesian forces (eV/Å) of the 6 atoms listed first:
N -1.4852 -0.6842 0.8006
N -1.6527 2.8302 3.0967
P 2.1213 0.1784 -1.3296
P -0.3812 -0.0974 -2.4646
P -0.3734 -1.6708 0.7247
Cl 0.5960 1.1623 -0.7729

Properties
DFT total energy: -1596.0672 Ha
total charge: 0
spin multiplicity: 1
LUMO energy: -1.3209 eV

=====

(2)
Molecular formula: ClH4NO4P
Method: DFT, ωB97M-V/def2-TZVPD

Positions of all 11 atoms, in Å:
N 2.464 -0.173 1.667
P 0.836 -0.146 1.012
H 2.820 0.734 1.906
H 3.086 -0.654 1.049
H 0.243 1.105 1.312
H 0.144 -1.106 1.817
O -2.269 -0.348 -0.405
Cl -1.917 0.048 -1.755
O -3.104 0.030 -2.584
O -0.938 -0.873 -2.289
O -1.364 1.386 -1.730

Cartesian forces (eV/Å) of the 6 atoms listed first:
N -0.9773 0.3348 0.8517
P 0.0759 -1.1678 -1.8426
H 0.2443 0.1331 0.1662
H 0.1814 0.0967 -0.4359
H 0.3476 -0.2886 0.7596
H 0.0891 0.8682 0.4467

Properties
DFT total energy: -1159.4430 Ha
total charge: -1
spin multiplicity: 1
LUMO energy: 3.5880 eV

=====

Record order is preserved below.
HOMO energy: -8.63 -4.97 eV